48
Properties=species:S:1:pos:R:3:forces:R:3:nbo_charge:R:1 method="wB97M-V/def2-TZVPD" smiles="C=CCc1c(C)c[n+](CCCCCOC)cc1COC" charge=+1 lumo_ev=-3.86 fmax_ev_per_a=2.72 gap_ev=7.16
C -0.459 -4.370 -0.838 0.70 0.35 -0.21 -0.40
C 0.460 -3.397 -1.166 -0.76 -0.16 0.00 -0.18
C 0.247 -2.531 -2.427 1.70 -2.10 -0.34 -0.53
C 0.172 -1.077 -2.041 0.20 -0.26 -0.33 0.20
C 1.157 -0.188 -2.502 0.31 -0.43 0.14 -0.03
C 2.309 -0.573 -3.418 -1.12 0.30 -0.16 -0.64
C 1.073 1.118 -2.088 0.42 0.24 -0.26 0.07
N 0.095 1.549 -1.295 -0.50 0.82 -0.12 -0.25
C 0.066 2.955 -0.829 0.58 0.17 0.72 -0.21
C 0.486 2.996 0.675 -0.23 0.29 -0.49 -0.42
C 1.489 1.912 1.086 -0.12 0.28 0.71 -0.41
C 1.858 1.992 2.609 0.39 -0.96 -0.90 -0.44
C 1.539 0.674 3.374 0.04 0.31 0.19 -0.06
O 0.434 0.766 4.254 0.15 0.03 -0.24 -0.52
C -0.760 1.095 3.588 -0.36 0.21 0.34 -0.25
C -0.869 0.729 -0.864 0.13 0.36 0.02 0.08
C -0.854 -0.584 -1.230 -0.63 -0.83 0.05 -0.07
C -1.982 -1.443 -0.696 -0.12 0.14 0.58 -0.09
O -3.150 -0.657 -0.530 0.21 0.03 0.21 -0.55
C -3.906 -1.135 0.588 0.00 -0.57 -0.39 -0.25
H -1.072 -4.319 0.065 1.47 -1.22 0.78 0.21
H -0.519 -5.232 -1.514 -1.78 0.97 -0.70 0.22
H 1.367 -3.262 -0.564 -0.98 1.40 0.76 0.22
H 1.107 -2.721 -3.085 -0.33 0.49 -0.18 0.23
H -0.647 -2.907 -2.934 0.03 0.35 0.09 0.25
H 1.891 -1.208 -4.206 0.42 0.00 0.08 0.24
H 2.648 0.345 -3.906 0.36 -0.30 0.15 0.23
H 3.110 -1.093 -2.887 -0.06 0.12 -0.14 0.25
H 1.820 1.840 -2.405 -0.24 0.04 0.14 0.23
H -0.933 3.372 -0.983 0.13 -0.24 0.00 0.24
H 0.760 3.543 -1.436 -0.07 -0.32 -0.01 0.22
H -0.428 2.996 1.282 0.26 -0.26 0.02 0.21
H 0.953 3.975 0.849 -0.15 -0.16 -0.03 0.24
H 1.121 0.889 0.931 -0.11 0.29 -0.28 0.19
H 2.394 2.028 0.474 -0.16 -0.06 0.13 0.21
H 1.395 2.851 3.102 0.17 -0.13 0.01 0.23
H 2.950 2.083 2.636 -0.24 0.36 0.27 0.23
H 1.360 -0.177 2.690 0.11 0.28 -0.11 0.15
H 2.415 0.411 3.976 -0.36 0.00 0.13 0.20
H -1.570 1.009 4.320 0.15 -0.12 -0.18 0.21
H -0.970 0.424 2.733 0.13 0.10 0.14 0.15
H -0.767 2.144 3.249 0.08 -0.25 -0.08 0.16
H -1.631 1.146 -0.215 0.06 -0.04 -0.20 0.26
H -2.165 -2.327 -1.320 -0.03 0.24 0.04 0.21
H -1.694 -1.796 0.311 0.23 -0.17 -0.36 0.20
H -4.906 -0.701 0.547 0.24 0.04 0.00 0.21
H -3.981 -2.229 0.493 -0.26 0.22 0.19 0.18
H -3.413 -0.915 1.546 -0.07 0.14 -0.21 0.17


16
Properties=species:S:1:pos:R:3:forces:R:3:nbo_charge:R:1 method="wB97M-V/def2-TZVPD" charge=0 lumo_ev=-5.28 fmax_ev_per_a=6.60 gap_ev=4.04
C 2.009 -0.328 -0.193 -0.87 -4.38 4.87 0.38
N 1.426 0.442 -1.113 -2.29 3.85 1.11 -0.18
C 0.580 1.446 -0.434 -0.09 -0.76 -2.11 -0.53
C -1.467 -1.297 0.862 -0.62 -2.00 0.61 -0.41
C -1.310 -1.465 -0.450 -0.36 1.79 0.29 -0.42
O -2.297 1.177 0.079 0.72 -0.08 -0.18 -0.73
O 1.882 -0.327 1.086 0.56 1.47 -3.31 -0.42
H 2.257 -1.350 -0.503 1.17 0.47 -0.88 0.15
H 0.133 0.929 0.448 -0.08 0.54 -0.03 0.32
H -0.206 1.801 -1.179 0.81 -0.29 0.80 0.27
H 1.072 2.376 -0.041 -0.11 -0.70 -0.24 0.30
H -1.210 -2.266 1.435 -1.00 1.85 -0.23 0.19
H -2.066 -0.413 1.257 1.75 -1.00 -0.14 0.26
H -1.232 -2.430 -0.884 0.89 -0.65 -0.38 0.19
H -1.380 -0.571 -1.078 -0.47 -0.64 -0.18 0.20
H -2.898 1.895 0.301 -0.03 0.52 -0.01 0.43


23
Properties=species:S:1:pos:R:3:forces:R:3:nbo_charge:R:1 method="wB97M-V/def2-TZVPD" smiles=CCCCCC[NH3+] charge=+1 lumo_ev=-3.72 fmax_ev_per_a=0.85 gap_ev=10.37
C -2.761 -0.003 -0.875 -0.52 0.03 0.31 -0.62
C -2.298 -0.809 0.344 -0.64 -0.29 0.23 -0.41
C -0.957 -0.407 0.929 0.31 0.10 0.58 -0.40
C 0.259 -0.844 0.094 -0.03 -0.83 0.14 -0.42
C 0.855 0.251 -0.778 0.01 0.19 0.01 -0.43
C 1.763 1.173 0.007 -0.44 0.13 0.25 -0.22
N 3.079 0.497 0.333 0.22 0.26 -0.11 -0.68
H -1.983 0.643 -1.263 0.15 0.02 -0.25 0.18
H -3.146 -0.636 -1.670 0.12 0.01 -0.10 0.23
H -3.587 0.655 -0.579 0.18 -0.04 -0.13 0.22
H -2.297 -1.888 0.161 0.31 0.08 -0.36 0.21
H -3.077 -0.752 1.113 0.25 0.32 0.07 0.22
H -0.904 0.671 1.149 -0.15 -0.04 -0.29 0.19
H -0.883 -0.853 1.918 0.06 -0.22 0.10 0.22
H 1.024 -1.297 0.748 0.05 0.37 0.08 0.18
H -0.017 -1.726 -0.496 -0.14 0.35 -0.25 0.24
H 1.377 -0.145 -1.649 0.11 -0.04 -0.12 0.22
H 0.061 0.887 -1.159 -0.10 -0.01 -0.17 0.25
H 1.309 1.435 0.956 -0.10 -0.03 0.17 0.23
H 1.991 2.109 -0.491 0.13 -0.02 -0.23 0.23
H 3.047 -0.498 0.106 0.00 -0.02 0.04 0.45
H 3.816 0.940 -0.216 0.16 -0.24 0.02 0.45
H 3.327 0.598 1.317 0.04 -0.07 0.02 0.45


65
Properties=species:S:1:pos:R:3:forces:R:3:nbo_charge:R:1 method="wB97M-V/def2-TZVPD" charge=0 lumo_ev=0.64 fmax_ev_per_a=0.77 gap_ev=5.21
Pd 2.078 -1.549 0.494 -0.26 0.07 -0.62 0.08
N 1.434 -3.907 0.665 -0.09 -0.27 -0.36 -0.85
C 1.844 -4.645 1.843 0.32 -0.24 0.05 -0.21
C 3.228 -4.169 2.298 -0.30 -0.10 0.09 -0.22
N 3.234 -2.735 2.461 0.05 -0.16 0.53 -0.62
C 4.528 -2.176 2.771 -0.05 0.26 0.18 -0.22
C 4.449 -0.646 2.796 0.35 -0.19 0.05 -0.21
N 3.843 -0.169 1.572 0.37 0.37 -0.18 -0.85
H 0.465 -4.086 0.429 0.21 0.07 -0.07 0.37
H 2.027 -4.118 -0.137 -0.26 0.04 0.17 0.37
H 1.887 -5.738 1.672 -0.03 0.26 0.24 0.17
H 1.116 -4.449 2.639 0.05 -0.07 -0.06 0.18
H 3.960 -4.416 1.522 0.04 -0.03 0.05 0.19
H 3.510 -4.702 3.225 0.02 -0.07 -0.20 0.16
H 2.553 -2.458 3.168 0.13 -0.04 -0.20 0.36
H 5.219 -2.482 1.980 0.03 -0.04 0.04 0.19
H 4.925 -2.537 3.739 0.11 0.07 -0.16 0.16
H 5.469 -0.244 2.961 -0.29 -0.15 0.15 0.17
H 3.818 -0.330 3.635 0.09 0.00 -0.04 0.18
H 4.425 -0.371 0.759 -0.20 0.15 0.21 0.37
H 3.644 0.823 1.608 0.04 -0.14 -0.11 0.37
C -4.273 0.540 2.992 0.09 0.13 -0.05 -0.59
C -3.351 1.615 2.404 -0.19 0.12 0.03 -0.09
C -4.126 2.383 1.333 0.16 -0.13 0.12 -0.60
C -2.928 2.601 3.501 -0.07 -0.10 -0.11 -0.59
C -2.106 0.940 1.864 0.06 -0.04 -0.06 0.02
C -1.324 0.192 2.744 0.14 -0.04 -0.19 -0.21
C -0.183 -0.422 2.274 -0.53 0.24 0.51 0.03
N 0.201 -0.339 1.017 0.31 -0.09 -0.53 -0.46
C -0.522 0.357 0.144 -0.14 -0.02 0.51 0.17
C -1.687 1.019 0.544 0.06 -0.06 0.07 -0.25
C 0.001 0.357 -1.239 0.15 0.07 -0.63 0.16
C -0.659 0.984 -2.296 0.11 -0.11 0.20 -0.20
C -0.135 0.957 -3.583 0.17 -0.12 0.05 0.02
C 1.057 0.260 -3.751 -0.06 0.01 0.11 -0.26
C 1.660 -0.335 -2.649 0.08 0.09 -0.53 0.06
N 1.162 -0.290 -1.428 -0.04 -0.11 0.56 -0.42
C -0.843 1.685 -4.714 -0.11 0.09 -0.09 -0.09
C -0.123 1.545 -6.057 -0.07 -0.01 0.23 -0.60
C -2.262 1.126 -4.878 0.14 0.03 0.02 -0.59
C -0.911 3.178 -4.368 0.02 -0.13 -0.04 -0.59
H -5.173 0.999 3.397 -0.13 0.03 0.05 0.21
H -3.780 -0.008 3.791 0.00 -0.07 0.11 0.21
H -4.559 -0.173 2.221 -0.07 -0.07 -0.05 0.21
H -5.007 2.840 1.777 -0.09 0.05 0.04 0.21
H -4.456 1.717 0.539 -0.06 -0.04 -0.15 0.21
H -3.517 3.175 0.903 0.05 0.12 -0.11 0.21
H -3.803 3.096 3.918 -0.10 0.08 0.06 0.21
H -2.259 3.355 3.092 0.04 0.10 0.00 0.21
H -2.407 2.091 4.307 0.04 -0.01 0.12 0.21
H -1.597 0.091 3.780 -0.02 -0.03 0.18 0.20
H 0.452 -1.005 2.930 0.04 -0.02 0.03 0.19
H -2.256 1.591 -0.169 -0.08 0.07 -0.08 0.21
H -1.590 1.498 -2.108 -0.08 0.06 0.00 0.20
H 1.529 0.173 -4.716 0.05 0.01 -0.07 0.22
H 2.600 -0.867 -2.769 -0.10 0.02 0.08 0.20
H -0.067 0.507 -6.372 0.07 -0.16 -0.05 0.21
H 0.880 1.961 -6.013 0.18 0.01 -0.01 0.21
H -0.674 2.093 -6.816 -0.09 0.08 -0.11 0.21
H -2.225 0.065 -5.117 -0.03 -0.13 -0.02 0.21
H -2.768 1.642 -5.690 -0.11 0.07 -0.10 0.21
H -2.853 1.251 -3.975 -0.08 0.01 0.12 0.21
H 0.092 3.582 -4.247 0.10 0.08 0.03 0.21
H -1.461 3.353 -3.447 -0.07 0.03 0.11 0.21
H -1.405 3.722 -5.169 -0.09 0.10 -0.11 0.21


14
Properties=species:S:1:pos:R:3:forces:R:3:nbo_charge:R:1 method="wB97M-V/def2-TZVPD" charge=0 lumo_ev=-1.43 fmax_ev_per_a=4.30 gap_ev=6.37
C 0.284 1.268 3.671 0.51 0.22 -1.08 -0.14
C 0.537 0.761 2.603 0.24 -0.54 -0.57 -0.05
C 1.504 -0.469 0.494 -3.55 0.56 -2.36 -0.06
C 0.881 0.156 1.489 -1.25 0.78 -0.20 0.06
C -0.999 0.494 -0.262 1.66 -0.64 1.25 0.44
C -0.683 -0.517 -2.423 -1.59 -3.81 -0.10 -0.46
N 0.982 -0.759 -0.696 0.06 0.07 -1.05 -0.36
N -0.295 -0.261 -1.062 0.28 1.01 1.67 -0.27
F -2.167 0.866 -0.794 0.07 -0.05 0.01 -0.34
H -0.019 1.328 4.635 -0.78 0.41 2.32 0.22
H 2.512 -0.644 0.471 2.46 -0.81 0.66 0.25
H -1.297 -1.516 -2.397 0.92 1.48 0.04 0.21
H -1.464 0.169 -2.800 1.39 0.17 -0.11 0.25
H 0.225 -0.875 -2.928 -0.41 1.14 -0.48 0.25


9
Properties=species:S:1:pos:R:3:forces:R:3:nbo_charge:R:1 method="wB97M-V/def2-TZVPD" charge=-2 lumo_ev=7.13 fmax_ev_per_a=4.65 gap_ev=6.24
C -0.690 -0.755 0.441 3.72 2.51 -1.19 0.34
N -1.024 -0.547 -0.873 0.42 1.85 -2.03 -0.93
O 2.030 0.525 1.687 0.16 -0.38 1.60 -1.24
O 1.884 -0.016 -0.720 0.32 -0.88 -2.18 -1.24
O -1.421 -1.487 1.037 -1.84 -1.89 2.48 -0.76
O 0.562 1.963 0.232 -0.79 0.19 -0.48 -1.24
P 1.238 0.634 0.434 -0.51 0.25 1.39 2.35
H -2.034 -0.609 -0.891 -0.32 0.14 -0.77 0.31
H -0.545 0.293 -1.346 -1.17 -1.79 1.19 0.41